[1]
DFT (wB97M-V/def2-TZVPD) results for a single C2H2O3S molecule.

Cartesian coordinates (Å):
O: 0.143 1.468 0.974
C: 0.071 0.843 -0.057
O: 0.095 1.357 -1.278
C: -0.070 -0.689 -0.075
O: -0.133 -1.319 -1.097
S: -0.100 -1.347 1.567
H: 0.203 2.302 -1.164
H: -0.209 -2.615 1.131

Properties
- highest occupied orbital energy (eV) = -10.359
- SMILES string = O=C(O)C(=O)S
- total energy (a.u.) = -701.32794
- gap between HOMO and LUMO (hartree) = 0.36760
- energy above the lowest of the compared OMol25 structures with the same formula, charge and spin (kJ/mol) = 32.7
- 2S+1 = 1
- lowest unoccupied orbital energy (eV) = -0.356

From a Mulliken analysis of the wavefunction, the atomic charges in e read: -0.5305 0.4303 -0.3784 0.5959 -0.4662 -0.1779 0.3593 0.1677



[2]
DFT (wB97M-V/def2-TZVPD) results for a single C3H5NO molecule.

Cartesian coordinates (Å):
O: -2.262 0.111 -0.280
C: -1.135 0.520 -0.120
C: -0.116 -0.052 0.904
N: 0.957 -0.373 -0.036
C: 0.495 -0.347 -1.253
H: 0.191 0.685 1.659
H: -0.508 -0.946 1.398
H: 1.918 -0.532 0.270
H: -0.773 1.493 -0.514
H: 1.234 -0.558 -2.028

Properties
- highest occupied orbital energy (eV) = -8.606
- total energy (a.u.) = -247.18983
- gap between HOMO and LUMO (hartree) = 0.34254
- energy above the lowest of the compared OMol25 structures with the same formula, charge and spin (kJ/mol) = 308.3
- 2S+1 = 1
- lowest unoccupied orbital energy (eV) = 0.715

Mulliken population analysis, charges in e, atoms 1 to 8: -0.5504 0.1375 -0.3969 0.0091 -0.5033 0.2801 0.2591 0.2199



[3]
DFT (wB97M-V/def2-TZVPD) results for a molecular structure, C9H10N4O in a non-equilibrium geometry.

Cartesian coordinates (Å):
C: -3.651 -0.396 0.494
C: -3.112 -1.245 1.412
C: -2.807 0.213 -0.409
C: -1.765 -1.628 1.468
C: -1.478 -0.114 -0.360
C: -0.941 -1.058 0.525
C: 4.150 0.961 -0.148
C: 1.878 0.604 -0.634
C: 0.569 -1.072 0.475
N: 3.424 0.044 0.305
N: -0.394 0.448 -1.151
N: 3.652 1.875 -1.028
N: 0.829 -0.128 -0.628
O: 2.329 1.590 -1.307
H: -4.594 0.000 0.382
H: -3.882 -1.545 2.125
H: -3.209 0.949 -1.018
H: -1.491 -2.345 2.282
H: -0.565 1.445 -1.241
H: 5.158 0.917 0.222
H: 1.119 -0.560 1.450
H: 1.158 -1.964 0.117
H: -0.484 0.243 -2.248
H: 4.107 2.766 -1.085

Properties
- highest occupied orbital energy (eV) = -16.993
- total energy (a.u.) = -642.34326
- total charge = +2
- gap between HOMO and LUMO (hartree) = 0.32604
- energy above the lowest of the compared OMol25 structures with the same formula, charge and spin (kJ/mol) = 256.8
- 2S+1 = 1
- lowest unoccupied orbital energy (eV) = -8.121

Mulliken population analysis, charges in e, atoms 1 to 8: -0.5789 -0.4037 -0.7451 -0.8174 0.1826 0.5867 -0.1059 0.5178



[4]
DFT (wB97M-V/def2-TZVPD) results for a molecular structure, C22H64Cl2HfN10O6P3 in a non-equilibrium geometry.

Cartesian coordinates (Å):
Hf: -0.109 1.724 0.788
C: -0.415 -1.487 -1.263
O: -0.299 -0.350 -0.408
H: 0.560 -1.750 -1.674
H: -0.762 -2.432 -0.845
H: -1.011 -1.303 -2.157
O: 1.071 0.328 2.268
P: 1.991 -0.539 3.069
N: 1.214 -1.229 4.512
C: 0.291 -0.410 5.395
C: 1.676 -2.482 5.115
N: 3.377 0.163 3.767
C: 3.695 0.304 5.178
C: 4.390 0.810 2.924
N: 2.645 -1.868 2.237
C: 3.941 -2.426 2.446
C: 1.714 -2.777 1.469
H: 0.755 0.057 6.264
H: -0.604 -0.960 5.684
H: -0.075 0.454 4.839
H: 1.900 -2.392 6.177
H: 2.617 -2.823 4.683
H: 0.929 -3.272 5.033
H: 2.878 0.046 5.851
H: 4.525 -0.343 5.460
H: 4.009 1.337 5.329
H: 5.335 0.979 3.441
H: 4.520 0.317 1.961
H: 4.007 1.806 2.700
H: 4.500 -2.351 1.513
H: 4.594 -1.798 3.053
H: 3.796 -3.405 2.903
H: 1.478 -3.635 2.099
H: 2.153 -3.120 0.533
H: 0.849 -2.225 1.102
O: 0.484 2.229 -1.510
P: 0.840 2.676 -2.906
N: -0.501 2.550 -3.974
C: -0.383 2.690 -5.467
C: -1.740 1.879 -3.589
N: 2.100 1.720 -3.692
C: 1.857 0.328 -3.913
C: 3.466 2.161 -4.011
N: 1.261 4.314 -3.003
C: 1.029 5.268 -1.972
C: 1.582 4.962 -4.253
H: 0.526 3.218 -5.758
H: -1.193 3.293 -5.875
H: -0.408 1.692 -5.906
H: -1.735 0.868 -3.996
H: -2.586 2.441 -3.984
H: -1.784 1.850 -2.501
H: 0.787 0.215 -4.088
H: 2.454 -0.008 -4.760
H: 2.091 -0.269 -3.032
H: 4.326 1.592 -3.658
H: 3.577 2.236 -5.093
H: 3.578 3.176 -3.630
H: 0.455 4.816 -1.164
H: 1.968 5.616 -1.540
H: 0.412 6.104 -2.304
H: 2.069 4.156 -4.801
H: 2.244 5.810 -4.079
H: 0.652 5.234 -4.752
O: -1.982 0.527 1.879
P: -3.177 -0.399 2.006
N: -4.507 0.413 2.805
C: -5.699 -0.354 3.494
C: -4.847 1.753 2.503
N: -2.899 -1.923 2.866
C: -2.131 -2.914 2.283
C: -2.711 -1.887 4.316
N: -3.967 -0.899 0.575
C: -4.890 -1.988 0.486
C: -3.957 0.025 -0.594
H: -6.624 0.204 3.356
H: -5.452 -0.579 4.532
H: -5.985 -1.306 3.046
H: -5.381 2.334 3.255
H: -5.455 1.647 1.604
H: -3.922 2.256 2.224
H: -2.368 -3.911 2.655
H: -2.124 -2.932 1.193
H: -1.081 -2.757 2.527
H: -3.355 -2.574 4.865
H: -1.669 -2.075 4.574
H: -2.929 -0.931 4.793
H: -4.753 -2.772 1.230
H: -5.926 -1.647 0.474
H: -4.721 -2.578 -0.415
H: -4.247 -0.558 -1.468
H: -3.014 0.510 -0.844
H: -4.740 0.779 -0.514
C: 3.872 -0.992 -1.032
N: 3.445 0.417 -0.792
O: 2.401 0.592 -0.176
O: 4.197 1.334 -1.075
H: 3.920 -1.048 -2.119
H: 3.129 -1.708 -0.680
H: 4.855 -1.060 -0.567
Cl: -2.068 -3.609 -4.121
C: -1.080 -2.419 -4.981
C: -1.569 -2.284 -6.418
Cl: -0.920 -0.816 -7.143
H: -0.042 -2.735 -4.878
H: -1.317 -1.493 -4.458
H: -2.658 -2.309 -6.456
H: -1.209 -3.099 -7.046

Properties
- highest occupied orbital energy (eV) = -15.330
- total energy (a.u.) = -3867.06019
- total charge = +3
- gap between HOMO and LUMO (hartree) = 0.13285
- 2S+1 = 1
- lowest unoccupied orbital energy (eV) = -11.715

Mulliken population analysis, charges in e, atoms 1 to 8: 1.5992 -0.9910 1.6309 0.2109 0.3323 0.0886 -0.0568 -0.9229



[5]
DFT (wB97M-V/def2-TZVPD) results for a gas-phase ion, C6H12N (charge +1) in a non-equilibrium geometry.

Cartesian coordinates (Å):
C: -1.659 -0.337 1.888
C: -1.885 0.030 0.689
C: -0.500 0.273 0.224
C: 1.534 1.626 -0.302
C: -0.556 -1.499 -1.452
C: 0.654 1.101 0.902
N: 0.170 -0.948 -0.260
H: -0.807 -0.706 2.550
H: -2.783 0.160 0.102
H: 1.879 0.822 -0.860
H: 2.411 2.121 0.117
H: 0.942 2.317 -1.027
H: -1.606 -1.956 -1.211
H: -0.782 -0.762 -2.227
H: 0.165 -2.199 -2.027
H: 0.160 1.927 1.384
H: 1.224 0.521 1.546
H: 1.196 -0.773 -0.461
H: 0.244 -1.717 0.426

Properties
- highest occupied orbital energy (spin up / spin down) (eV) = -13.255 / -13.130
- total energy (a.u.) = -290.11492
- total charge = +1
- gap between HOMO and LUMO (spin up / spin down) (hartree) = 0.32865 / 0.30906
- energy above the lowest of the compared OMol25 structures with the same formula, charge and spin (kJ/mol) = 543.4
- 2S+1 = 1
- lowest unoccupied orbital energy (spin up / spin down) (eV) = -4.312 / -4.720

Mulliken population analysis, charges in e, atoms 1 to 8: -0.5278 -0.4173 0.1167 -1.0981 -0.8475 -0.5446 -0.1527 0.2980



[6]
DFT (wB97M-V/def2-TZVPD) results for 5 unconnected molecules or ions with the total composition C4H21N2O4 in a non-equilibrium geometry.

Cartesian coordinates (Å):
C: 1.925 0.122 -0.853
N: 1.566 1.284 -1.655
C: 1.482 2.625 -1.094
C: 0.742 -0.849 -0.654
N: -0.322 -0.375 0.306
C: -0.940 0.878 -0.225
H: 2.795 -0.490 -1.183
H: 2.299 0.484 0.143
H: 2.228 1.416 -2.411
H: 0.537 3.164 -1.302
H: 1.674 2.912 -0.048
H: 2.291 3.216 -1.557
H: 0.341 -1.150 -1.615
H: 1.221 -1.730 -0.246
H: 0.195 -0.239 1.165
H: -1.000 -1.143 0.478
H: -0.718 1.728 0.389
H: -0.508 1.023 -1.185
H: -2.027 0.978 -0.187
H: -1.360 -3.541 -0.686
H: -1.293 -3.885 0.871
O: -1.058 -3.257 0.179
H: -2.028 0.016 3.074
H: -1.306 1.244 3.710
O: -1.261 0.590 3.007
H: 1.577 -0.982 2.911
H: 1.063 -2.432 2.552
O: 0.821 -1.501 2.587
H: -2.991 -0.778 -2.027
H: -3.305 0.544 -2.506
O: -2.639 0.129 -1.936

Properties
- highest occupied orbital energy (eV) = -12.133
- total energy (a.u.) = -575.19359
- total charge = +1
- gap between HOMO and LUMO (hartree) = 0.34649
- energy above the lowest of the compared OMol25 structures with the same formula, charge and spin (kJ/mol) = 235.5
- 2S+1 = 1
- lowest unoccupied orbital energy (eV) = -2.704

Mulliken population analysis, charges in e, atoms 1 to 8: -0.4270 -0.3171 -1.0203 -0.7927 0.2836 -1.3649 0.3925 0.2955



What did the sixth record say?
DFT (wB97M-V/def2-TZVPD) results for 5 unconnected molecules or ions with the total composition C4H21N2O4 in a non-equilibrium geometry.

Cartesian coordinates (Å):
C: 1.925 0.122 -0.853
N: 1.566 1.284 -1.655
C: 1.482 2.625 -1.094
C: 0.742 -0.849 -0.654
N: -0.322 -0.375 0.306
C: -0.940 0.878 -0.225
H: 2.795 -0.490 -1.183
H: 2.299 0.484 0.143
H: 2.228 1.416 -2.411
H: 0.537 3.164 -1.302
H: 1.674 2.912 -0.048
H: 2.291 3.216 -1.557
H: 0.341 -1.150 -1.615
H: 1.221 -1.730 -0.246
H: 0.195 -0.239 1.165
H: -1.000 -1.143 0.478
H: -0.718 1.728 0.389
H: -0.508 1.023 -1.185
H: -2.027 0.978 -0.187
H: -1.360 -3.541 -0.686
H: -1.293 -3.885 0.871
O: -1.058 -3.257 0.179
H: -2.028 0.016 3.074
H: -1.306 1.244 3.710
O: -1.261 0.590 3.007
H: 1.577 -0.982 2.911
H: 1.063 -2.432 2.552
O: 0.821 -1.501 2.587
H: -2.991 -0.778 -2.027
H: -3.305 0.544 -2.506
O: -2.639 0.129 -1.936

Properties
- highest occupied orbital energy (eV) = -12.133
- total energy (a.u.) = -575.19359
- total charge = +1
- gap between HOMO and LUMO (hartree) = 0.34649
- energy above the lowest of the compared OMol25 structures with the same formula, charge and spin (kJ/mol) = 235.5
- 2S+1 = 1
- lowest unoccupied orbital energy (eV) = -2.704

Mulliken population analysis, charges in e, atoms 1 to 8: -0.4270 -0.3171 -1.0203 -0.7927 0.2836 -1.3649 0.3925 0.2955



What is the total energy in the second record? -247.18983 a.u.



Among the records above, which one has the lowest total energy? C22H64Cl2HfN10O6P3